No. 1
Here is C3H7NO2 as an isolated structure in a non-equilibrium geometry from OMol25. Energies are from ωB97M-V/def2-TZVPD.

```
13
Properties=species:S:1:pos:R:3:forces:R:3
C 1.7862 -0.9693 -0.2902 2.2 -0.4 -3.9
C 1.5369 0.2403 0.5266 -2.3 -0.9 2.5
C -0.6750 0.6139 -0.2284 3.7 8.1 -3.8
H 1.0667 -1.8711 -0.2051 1.6 1.6 0.3
H 3.0585 -1.2035 -0.1628 -4.0 0.2 -0.7
H 1.5172 -0.4815 -1.4734 1.4 -1.9 3.1
H 1.1835 -0.1562 1.6441 0.3 1.6 -2.7
H 2.3536 0.8869 0.6562 1.4 0.4 0.2
H -1.2383 1.4960 -0.8578 0.4 -2.5 2.0
H -2.9486 0.5624 0.4773 3.1 -4.5 -1.8
N -0.9861 -0.5021 0.0975 -1.7 -2.1 1.7
O 0.6090 1.1350 -0.1727 -1.0 -1.7 1.5
O -2.3563 -0.5135 0.0716 -5.1 2.2 1.6
```
Forces are in eV/Å.

Values from the calculation:
HOMO level	-9.49	eV
E	-8803.279	eV
gap between HOMO and LUMO	0.3527	Eh
spin multiplicity	1
ΔE to the lowest compared entry with this formula, charge and spin	699.53	kJ/mol
molecular weight	89.1	g/mol

---

No. 2
Here is one molecule with the formula C4H2O2 from OMol25. Energies are from ωB97M-V/def2-TZVPD.

```
8
Properties=species:S:1:pos:R:3:forces:R:3
O -1.1537 -1.5922 0.3810 -0.1 0.6 -0.1
C -1.4145 -0.4393 0.1593 0.0 -0.5 0.1
C -0.3686 0.6776 0.2380 0.0 0.3 0.1
O -0.7178 1.7985 0.5347 0.2 -0.6 -0.2
C 0.9884 0.2637 -0.0679 0.6 -0.1 -0.2
C 2.0671 -0.1385 -0.4246 -0.5 0.2 0.2
H -2.4288 -0.0789 -0.0865 0.0 0.0 0.1
H 3.0279 -0.4908 -0.7340 -0.2 0.1 0.1
```
Forces are in eV/Å.

Values from the calculation:
HOMO level	-10.37	eV
E	-8272.204	eV
gap between HOMO and LUMO	0.3433	Eh
SMILES string	C#CC(=O)C=O
spin multiplicity	1
ΔE to the lowest compared entry with this formula, charge and spin	31.25	kJ/mol
molecular weight	82.1	g/mol

---

No. 3
Here is C24H31Cl3N5O2PdS2Se as an isolated structure in a non-equilibrium geometry from OMol25. Energies are from ωB97M-V/def2-TZVPD.

```
69
Properties=species:S:1:pos:R:3:forces:R:3
Pd -0.6717 -1.3604 1.5192 0.8 0.1 0.2
Cl 0.9659 5.9187 -3.4570 0.1 -0.2 -0.3
C 1.5142 4.2531 -3.4895 -0.2 1.5 0.0
C 1.4749 3.6067 -2.2760 0.3 -1.6 0.3
C 1.9829 2.3001 -2.2209 0.0 0.1 -0.1
C 2.5204 1.6841 -3.3727 0.3 0.2 0.4
C 3.3847 0.4222 -3.2458 -0.7 -0.4 -1.8
C 2.5678 -0.8731 -3.3762 -0.1 -0.1 0.3
N 1.4018 -0.8944 -2.4948 -0.4 0.4 1.3
C 0.1196 -0.4896 -2.8215 1.2 -0.6 -1.4
C -0.6208 -0.5659 -1.7033 0.5 0.2 0.0
N 0.1794 -0.9364 -0.6459 -0.5 0.1 0.7
C 1.3837 -1.1078 -1.1335 0.8 0.0 -0.8
O 4.1244 0.3559 -2.0799 -0.7 0.2 0.8
C 4.9272 1.4882 -1.7955 -0.6 0.2 0.1
C 5.7692 1.9477 -2.8919 0.1 0.2 -0.6
C 6.5596 1.1055 -3.6064 0.3 0.0 -0.2
Cl 6.6481 -0.6135 -3.5575 0.0 0.2 0.1
S 7.6221 1.9594 -4.6073 0.6 0.0 -0.7
C 7.0114 3.4510 -4.0946 -0.8 0.2 0.1
C 5.9776 3.3268 -3.2138 1.2 -1.5 -0.3
C 2.4238 2.3744 -4.5863 0.0 0.0 -0.2
Cl 2.8370 1.5579 -6.1033 0.0 0.4 0.7
C 1.9809 3.6983 -4.6647 0.2 -1.0 0.0
H 1.0874 4.0812 -1.3795 0.0 0.0 -0.3
H 1.9744 1.7543 -1.2568 0.2 0.4 -0.7
H 4.0701 0.3787 -4.1246 -0.4 0.3 0.4
H 3.1937 -1.7292 -3.0679 -0.1 0.4 -0.5
H 2.2064 -0.9688 -4.4229 0.3 -0.1 0.7
H -0.0810 -0.2788 -3.8708 -0.3 0.1 0.5
H -1.6431 -0.3286 -1.6453 -1.0 0.1 0.5
H 2.2919 -1.3225 -0.5547 -0.6 -0.1 -0.4
H 5.5764 1.0895 -1.0569 0.5 0.0 1.2
H 4.3899 2.3927 -1.4665 -0.3 -0.7 0.4
H 7.3455 4.3719 -4.5013 0.5 0.5 -0.3
H 5.5093 4.1511 -2.7442 -0.6 0.6 0.3
H 2.0564 4.2103 -5.6217 -0.3 0.1 0.4
C -7.6291 -1.5151 1.3374 0.2 0.5 -0.1
C -6.5915 -2.3052 2.0929 0.5 -1.1 1.1
N -5.2097 -2.2009 1.5311 -0.2 0.2 0.7
C -4.0524 -1.5403 1.8108 -2.0 0.0 0.3
S -2.7629 -1.9564 0.7556 -0.4 0.0 -0.1
N -3.9992 -0.6072 2.7787 2.1 -0.2 -1.0
C -4.9754 -0.1931 3.7633 -0.7 -0.9 -0.3
C -5.0943 -1.2213 4.8990 -2.5 0.6 0.3
H -8.5727 -1.5212 1.8791 -0.1 0.0 0.0
H -7.7863 -1.9461 0.3623 -0.2 -0.2 -0.4
H -7.3245 -0.4743 1.1585 0.0 -0.2 0.3
H -6.8536 -3.3972 2.1404 0.3 0.8 -0.8
H -6.6163 -2.1383 3.1740 0.3 0.7 -0.3
H -5.0542 -2.8757 0.8213 0.1 -0.5 -0.7
H -3.0192 -0.3198 2.9049 -0.8 0.1 0.1
H -5.9330 0.0330 3.2404 0.5 -0.5 0.5
H -4.6636 0.7540 4.1538 0.3 0.5 0.2
H -5.0768 -2.2528 4.5839 0.5 -0.3 -0.3
H -6.1236 -1.1207 5.3320 0.7 0.0 -0.2
H -4.4484 -1.0569 5.7355 0.8 0.1 0.2
Se 3.1767 1.4829 2.3412 -0.3 -0.5 -0.1
C 1.9627 0.1318 2.4407 -0.4 -0.2 0.5
N 1.1272 -0.6656 2.6255 0.7 0.8 -1.0
C 0.2893 -2.1261 5.2731 0.7 -0.4 0.3
C -0.8310 -3.0803 4.8680 -0.1 1.2 0.7
O -1.2780 -2.6989 3.5421 -0.4 -0.2 0.6
H 0.5533 -2.2297 6.3676 0.0 -0.3 -1.3
H -0.0624 -1.1078 5.1832 -0.2 0.3 -0.2
H 1.1622 -2.2189 4.5731 -0.6 -0.1 1.0
H -1.6375 -2.9523 5.6182 0.1 -0.1 -0.6
H -0.5342 -4.1184 4.8944 0.2 -0.3 -0.2
H -2.2029 -2.9719 3.4500 0.4 0.0 -0.2
```
Forces are in eV/Å.

Values from the calculation:
HOMO level (alpha / beta)	-10.59 / -10.74	eV
E	-164993.148	eV
gap between HOMO and LUMO (alpha / beta)	0.3165 / 0.1695	Eh
⟨S²⟩	2.016
spin multiplicity	3
charge	+1
ΔE to the lowest compared entry with this formula, charge and spin	38.64	kJ/mol
molecular weight	777.4	g/mol

---

No. 4
Here is one molecule with the formula C4H7P3 in a non-equilibrium geometry from OMol25. Energies are from ωB97M-V/def2-TZVPD.

```
14
Properties=species:S:1:pos:R:3:forces:R:3
C -0.3259 0.6431 0.1572 -1.8 -2.6 2.9
C -1.3918 -0.5718 0.5875 1.3 1.9 -0.7
C 1.3519 -0.6958 -0.7661 -1.3 -0.7 1.5
C 1.0653 0.2212 0.4688 2.4 0.4 0.3
P -3.1235 -0.0307 0.5575 -1.0 0.1 -0.1
P -2.4176 -1.3641 -0.7352 0.0 0.0 0.0
P -1.1477 1.9692 -0.3668 1.8 2.0 -0.5
H -1.1962 -1.1462 1.4866 0.8 0.0 -0.2
H 1.4682 0.0609 -1.5590 0.4 -1.2 -0.2
H 0.3655 -1.2540 -0.8444 1.5 0.4 -0.7
H 2.1206 -1.4642 -0.5171 -0.1 0.9 -0.8
H 1.2632 -0.3026 1.4686 -1.0 0.5 -1.3
H 1.8834 1.0268 0.4769 -1.5 -0.6 -0.1
H 0.0847 2.9083 -0.4144 -1.5 -1.1 0.0
```
Forces are in eV/Å.

Values from the calculation:
HOMO level	-8.74	eV
E	-32124.186	eV
gap between HOMO and LUMO	0.2921	Eh
spin multiplicity	1
ΔE to the lowest compared entry with this formula, charge and spin	209.18	kJ/mol
molecular weight	148.0	g/mol

---

No. 5
Here is C11H32FeO21S3V2 as an isolated structure in a non-equilibrium geometry from OMol25. Energies are from ωB97M-V/def2-TZVPD.

```
70
Properties=species:S:1:pos:R:3:forces:R:3
Fe -2.4333 0.0902 0.5553 -1.3 0.2 0.3
O 1.6476 4.0507 -0.0666 -2.6 0.1 -1.4
V 0.3522 3.7449 -1.0193 0.8 -1.9 2.1
O 0.7597 4.0912 -2.4715 0.1 0.2 -0.5
O 1.3994 -4.0914 0.7068 0.3 2.3 0.7
V 1.3753 -2.4983 1.0055 0.6 -1.1 -0.2
O 2.5478 -2.0349 1.9723 -0.8 -1.2 -0.5
S -3.0530 3.0215 -0.6791 -2.8 1.7 0.1
O -1.6034 3.3454 -0.8637 3.4 0.3 -0.4
O -3.0898 1.8008 0.1984 -0.3 0.4 0.8
O -3.6596 4.1733 -0.0484 0.4 -0.7 0.4
O -3.7044 2.7032 -1.9276 0.6 -0.7 -0.5
S -1.7597 -1.9627 2.1443 -2.3 0.3 0.0
O -2.3061 -1.8788 0.7648 -0.3 -2.4 -3.1
O -2.4349 -2.8932 2.9864 0.6 -0.1 0.1
O -0.3082 -2.1340 2.0920 1.5 -0.4 0.0
O -2.1400 -0.5439 2.4046 0.2 1.7 2.9
S 0.1172 0.5216 -0.0600 -3.7 -1.8 1.8
O 0.8213 1.5616 -0.7805 0.5 0.8 -0.6
O -0.7170 0.9809 1.0830 3.1 1.9 1.4
O -1.0947 -0.0517 -0.7553 1.8 -0.6 -4.0
O 0.9572 -0.6307 0.2764 1.0 1.4 -0.9
C 0.0829 -2.2300 -2.7497 -1.1 0.4 -0.6
O -0.3568 -2.7110 -1.4978 0.6 -0.1 0.5
H 0.7875 -2.8863 -3.2574 0.2 -0.1 0.5
H -0.8102 -2.1877 -3.3930 0.3 0.1 -0.2
H 0.4607 -1.2051 -2.6829 0.3 -0.1 0.0
H -0.7647 -1.9454 -1.0646 -0.3 -0.2 0.0
C 4.0820 -2.7951 -1.4995 -0.5 0.5 1.1
O 2.9225 -2.1260 -0.9683 -0.4 -0.1 0.3
H 3.7576 -3.7588 -1.8827 0.2 0.1 -0.5
H 4.5405 -2.0947 -2.1952 0.1 -0.5 -0.5
H 4.7919 -2.9702 -0.6884 0.0 -0.1 0.0
H 2.9188 -1.2180 -1.3207 0.1 -0.3 0.1
C 4.0602 2.6172 -2.3234 0.1 1.2 -1.0
C 4.3976 1.1555 -2.0436 1.1 1.9 0.6
C 5.1267 1.1069 -0.6946 -1.1 -1.3 1.2
O 3.2465 0.3924 -2.2740 -0.2 -1.4 0.5
H 3.0533 3.0014 -2.0674 0.3 -0.9 0.0
H 4.1925 2.7878 -3.3966 -0.3 0.2 0.0
H 4.7117 3.3419 -1.8293 0.3 -0.3 0.1
H 5.1555 0.7955 -2.7461 -0.4 0.1 -0.3
H 4.5179 1.4534 0.1490 -0.3 0.2 -0.3
H 6.0272 1.7145 -0.6452 0.1 -0.1 -0.5
H 5.3539 0.0736 -0.4072 0.3 0.0 -0.2
H 2.5342 0.6607 -1.6814 -0.1 0.6 0.0
C -5.5365 -1.8337 -1.6442 -0.4 1.1 -0.4
C -4.0632 -1.5002 -1.8821 0.1 1.1 0.3
C -3.8011 -1.2551 -3.3660 0.5 -1.8 0.0
O -3.7278 -0.2238 -1.2362 -0.9 -1.4 -0.1
H -5.9020 -1.5312 -0.6627 0.4 -0.5 0.3
H -5.8319 -2.8479 -1.9039 0.2 -0.1 0.2
H -6.1162 -1.1675 -2.2958 0.0 -0.1 -0.2
H -3.3980 -2.2163 -1.4014 0.0 -0.2 -0.4
H -4.0150 -2.2243 -3.8329 -0.3 0.3 -0.4
H -2.7548 -1.0832 -3.6177 0.0 0.3 0.4
H -4.4076 -0.4627 -3.8032 -0.2 -0.1 0.2
H -4.1023 0.4103 -1.8664 0.4 1.0 0.8
C -0.0942 -0.0778 4.9447 -0.2 -0.6 -0.7
C -0.6887 1.1399 5.5976 0.7 0.3 -0.1
C 0.3626 2.2500 5.7520 0.0 0.0 1.0
O -1.7597 1.5995 4.7938 -0.1 0.1 -0.3
H -0.9344 -0.7464 4.7456 0.2 -0.3 0.1
H 0.6952 -0.6115 5.4744 -0.1 0.2 0.3
H 0.3079 0.1874 3.9596 0.0 0.1 0.1
H -1.1448 0.8343 6.5464 0.2 0.4 0.1
H 0.8985 2.4886 4.8321 -0.4 -0.1 -0.2
H 1.1439 1.9747 6.4695 -0.1 -0.2 0.0
H -0.0883 3.1570 6.1588 -0.1 0.0 -0.2
H -1.5051 1.4018 3.8801 -0.3 0.1 0.0
```
Forces are in eV/Å.

Values from the calculation:
HOMO level (alpha / beta)	-7.30 / -7.29	eV
E	-173197.099	eV
gap between HOMO and LUMO (alpha / beta)	0.2885 / 0.2875	Eh
⟨S²⟩	8.757
spin multiplicity	6
charge	-1
molecular weight	754.3	g/mol

---

No. 6
Here is C23H30NPSn as an isolated structure in a non-equilibrium geometry from OMol25. Energies are from ωB97M-V/def2-TZVPD.

```
56
Properties=species:S:1:pos:R:3:forces:R:3
C -3.8043 -1.2662 -2.2700 0.3 -0.3 -0.1
C -3.2777 0.0147 -2.3752 -0.2 0.2 0.3
C -2.0550 0.3610 -1.7779 -0.4 -0.4 -0.4
C -1.2690 -0.6470 -1.1896 0.4 0.1 0.7
C -1.8550 -1.9064 -0.9796 -0.3 -0.3 -0.3
C -3.0992 -2.2280 -1.5461 0.1 0.3 0.4
C -1.6628 1.8102 -1.8752 0.2 -0.1 -0.8
C -2.0122 2.7650 -0.6966 0.4 0.7 -0.2
N -2.0241 2.2423 0.6422 -0.4 0.5 0.6
Sn 0.9604 -0.6029 -1.0037 0.0 1.5 0.0
C -1.1504 -3.0080 -0.1947 -0.1 -0.1 -0.4
P -0.7822 -2.6264 1.5394 -0.4 0.2 -0.5
H -3.8189 0.7967 -2.9224 0.1 -0.4 0.2
H -3.4950 -3.2365 -1.4087 0.0 0.3 -0.1
H -4.7279 -1.5345 -2.7770 0.1 0.1 0.2
H -0.2063 -3.3118 -0.6821 -0.3 0.0 0.2
H -1.8215 -3.8810 -0.1517 0.4 0.0 -0.1
H -0.5969 1.9051 -2.1041 -0.1 0.0 0.3
H -2.2103 2.2212 -2.7390 0.4 0.0 0.3
H -1.2599 3.5686 -0.6874 -0.4 -0.2 -0.2
C 0.0428 -4.0482 2.2646 0.1 -0.1 0.3
C -2.3251 -2.2607 2.3884 -0.2 -0.1 0.4
H -2.9948 3.2276 -0.8898 0.1 -0.3 0.2
C -3.1209 1.4524 1.1377 -0.1 -0.9 0.1
C -1.1754 2.8647 1.6329 1.1 -0.2 0.1
H 1.3369 -0.6635 0.7292 0.1 0.2 -0.6
H -3.9387 2.0814 1.5222 0.2 0.2 -0.2
H -3.5281 0.8102 0.3478 0.1 0.2 0.1
H -2.7737 0.8336 1.9829 -0.1 0.3 -0.4
H -1.6454 3.7592 2.0820 -0.1 -0.3 -0.3
H -0.9625 2.1508 2.4517 -0.1 0.4 -0.4
H -0.2341 3.1925 1.1426 -0.5 -0.2 0.4
H -2.8484 -3.1795 2.6958 0.3 0.2 -0.1
H -2.0899 -1.6830 3.2939 -0.2 -0.1 -0.2
H -3.0015 -1.6997 1.7295 0.3 0.0 0.1
H -0.6926 -4.8630 2.3940 0.2 0.4 -0.1
H 0.8487 -4.4096 1.6127 -0.2 0.2 0.1
H 0.4563 -3.7887 3.2478 -0.1 -0.1 -0.2
H 0.0061 -1.4261 1.5188 -0.4 -0.9 0.3
C 4.3386 4.1552 -0.3679 0.1 0.1 -0.7
C 3.5005 3.4196 0.5001 -0.4 -0.5 -0.5
C 2.6269 2.4651 -0.0200 0.4 0.2 0.4
C 2.5720 2.1964 -1.4118 0.6 0.3 -0.6
C 1.7718 1.1751 -2.0176 -0.7 -0.6 0.3
C 1.6180 1.0944 -3.3904 0.5 0.1 0.0
C 2.3961 1.9198 -4.2474 0.0 0.5 0.1
C 3.2800 2.8368 -3.6992 -0.4 -0.5 -0.6
C 3.3823 3.0088 -2.2972 -0.6 -0.5 0.7
C 4.2606 3.9629 -1.7403 0.1 0.1 0.5
H 5.0494 4.8860 0.0309 -0.3 -0.3 -0.1
H 3.5603 3.6014 1.5739 -0.1 -0.1 -0.3
H 1.9777 1.8889 0.6522 0.3 0.2 -0.2
H 0.9162 0.3732 -3.8313 0.5 0.2 0.1
H 2.2734 1.8118 -5.3304 0.2 0.1 0.5
H 3.9090 3.4661 -4.3370 -0.3 -0.3 0.1
H 4.8665 4.5310 -2.4492 -0.1 0.0 0.4
```
Forces are in eV/Å.

Values from the calculation:
HOMO level (alpha / beta)	-12.89 / -12.75	eV
E	-40929.576	eV
gap between HOMO and LUMO (alpha / beta)	0.2065 / 0.1372	Eh
spin multiplicity	1
charge	+2
ΔE to the lowest compared entry with this formula, charge and spin	0.00	kJ/mol
molecular weight	470.2	g/mol